Density functional theory data (the ωB97M-V functional and the def2-TZVPD basis) for a structure of composition C14H42B3F6N3O8S2Zn2 at a distorted geometry.

Cartesian coordinates (Å):
1 Zn 3.40943 -22.64513 16.72972
2 Zn 2.51154 -22.64579 20.66208
3 B 4.25106 -21.41424 20.45442
4 H 4.19605 -21.88387 21.50405
5 H 3.23237 -21.00211 20.12542
6 H 5.05428 -20.59096 20.41741
7 H 4.62102 -22.31698 19.85280
8 B 2.22181 -23.00567 18.40045
9 H 1.57187 -23.40237 19.24756
10 H 1.83468 -23.49683 17.44923
11 H 2.26151 -21.85762 18.40467
12 H 3.28635 -23.36788 18.61826
13 B 3.01054 -22.93515 14.68161
14 H 2.70473 -21.93991 15.13334
15 H 2.34840 -23.75621 15.15143
16 H 2.89192 -22.86867 13.54047
17 H 4.10313 -23.08220 14.96415
18 C 1.04580 -26.23884 20.47785
19 F 0.34370 -27.24651 20.94274
20 F 1.74490 -26.72458 19.46285
21 F 0.32155 -25.20820 20.08820
22 S 2.16070 -25.61895 21.88706
23 O 1.22909 -24.80404 22.62604
24 O 2.66852 -26.81273 22.53325
25 N 3.22372 -24.46179 21.12978
26 S 4.54436 -25.32233 20.87153
27 O 4.40134 -26.65778 20.33780
28 O 5.53196 -24.57575 20.09991
29 C 5.40798 -25.41971 22.57266
30 F 5.58473 -26.69790 22.93147
31 F 6.61236 -24.88327 22.50674
32 F 4.64402 -24.85209 23.51387
33 C 3.33884 -25.82927 16.31942
34 O 4.01806 -24.75023 16.91458
35 C 5.43738 -24.95942 16.76334
36 C 6.18237 -23.60960 16.72226
37 N 5.32800 -22.59093 17.33528
38 C 5.80496 -21.19946 17.08859
39 C 4.71194 -20.07687 17.08390
40 O 3.41939 -20.60035 16.84369
41 C 2.39911 -19.60517 16.88294
42 H 3.49710 -26.74821 16.89172
43 H 3.55643 -25.97741 15.25618
44 H 2.26639 -25.62317 16.27704
45 H 5.65405 -25.66243 15.95346
46 H 5.73400 -25.59423 17.60452
47 H 6.41534 -23.17787 15.75197
48 H 7.09058 -23.84279 17.28496
49 H 5.24379 -22.59231 18.35224
50 H 6.43106 -21.11717 16.20056
51 H 6.48261 -20.93499 17.90614
52 H 5.02167 -19.34002 16.33770
53 H 4.75867 -19.59482 18.06370
54 H 1.92056 -19.60125 17.86132
55 H 1.66425 -19.93252 16.14404
56 H 2.69558 -18.61405 16.54533
57 C 3.07063 -21.81852 23.81100
58 O 2.32696 -21.77254 22.60840
59 C 1.35077 -20.76474 22.72519
60 C 0.49785 -20.61681 21.46099
61 N 0.39661 -21.95993 20.81390
62 C -0.49228 -21.84291 19.63715
63 C -1.95058 -21.52827 20.04259
64 O -2.22042 -22.27424 21.21631
65 C -3.57536 -22.33306 21.52828
66 H 3.90743 -22.48320 23.58805
67 H 2.52941 -22.14839 24.69851
68 H 3.55905 -20.86558 24.04081
69 H 1.74107 -19.79871 23.06087
70 H 0.63476 -21.01408 23.52317
71 H 0.94975 -19.83848 20.84821
72 H -0.49870 -20.39784 21.84293
73 H -0.23997 -22.41142 21.47858
74 H -0.38688 -22.70980 18.98486
75 H -0.10992 -21.04550 18.99427
76 H -2.69720 -21.72763 19.27379
77 H -1.97911 -20.45055 20.23246
78 H -3.77509 -22.90529 22.43226
79 H -4.23345 -22.77133 20.76454
80 H -4.01151 -21.33203 21.65974

Properties
Kohn-Sham gap   9.7211 eV
HOMO energy   -9.67 eV